(1)
C11H16HfN7O6S | ωB97M-V/def2-TZVPD

Geometry (Å):
Hf  0.5142  -0.3639  0.2028
N  0.1660  -0.4776  2.4582
N  1.0966  0.3977  3.0913
C  2.2680  0.7926  2.3425
O  3.3546  1.0589  2.8199
O  2.1543  0.7245  1.0222
H  -0.7083  0.0152  2.5505
H  0.0606  -1.4364  2.9153
H  1.3799  0.1239  4.0544
O  0.5072  -4.2373  -0.0033
S  0.2319  -3.0675  0.7289
O  -0.1171  -3.2605  2.1625
O  -0.7757  -2.1169  0.0509
O  1.4936  -2.1739  0.5830
N  5.9659  -0.7195  -1.5400
C  4.6636  -0.9295  -1.2661
N  4.2616  -1.3853  -0.0841
N  3.7917  -0.6843  -2.2925
C  2.5311  -0.4327  -1.9744
N  1.3977  -0.1430  -1.7690
H  6.7285  -1.0125  -0.9061
H  6.1134  -0.3052  -2.4593
H  4.9411  -1.6853  0.6071
H  3.3248  -1.7884  0.0323
C  -3.2249  0.5040  1.8840
C  -3.3405  1.0071  0.4572
C  -4.6001  1.4580  0.0457
C  -4.8312  1.8940  -1.2609
C  -3.8029  1.8587  -2.1624
C  -2.5003  1.4793  -1.8451
C  -1.4879  1.4417  -2.9478
C  -2.1577  1.0943  -0.4607
N  -0.9869  0.9154  -0.0481
H  -4.1686  0.5708  2.4598
H  -2.4457  1.1027  2.3879
H  -2.8243  -0.5106  1.8658
H  -5.4988  1.3362  0.6949
H  -5.8133  2.2939  -1.5809
H  -3.9376  2.2198  -3.1866
H  -2.0283  1.5356  -3.9159
H  -0.8299  0.5724  -2.8272
H  -0.8662  2.3338  -2.8868

## Properties
- M (g mol⁻¹) = 552.85
- charge = -1
- HOMO (eV) = -3.00
- relative energy (zero: lowest compared OMol25 entry of this formula, charge and spin) (kcal per mole) = 0.0
- orbital gap (Eh) = 0.182

(2)
C48H64N8O12 | ωB97M-V/def2-TZVPD

Geometry (Å):
C  -21.9671  11.2186  23.3195
C  -22.5214  9.8173  23.2901
C  -23.1607  9.4082  21.9470
O  -22.4392  8.2598  21.5414
C  -21.4994  7.9337  22.4591
O  -20.7716  6.9971  22.3728
O  -21.4945  8.8243  23.4735
H  -22.8175  11.9000  23.2128
H  -21.3333  11.4318  22.4585
H  -21.5189  11.4456  24.2847
H  -23.2218  9.6747  24.1157
H  -23.1101  10.2008  21.1978
H  -24.2308  9.2224  22.0637
C  -25.0587  12.9747  24.5674
C  -26.5051  13.3813  24.6754
C  -26.7380  14.8967  24.5782
O  -27.7874  15.0196  23.6107
C  -28.0061  13.8278  23.0164
O  -28.6755  13.6813  22.0447
O  -27.2120  12.8727  23.5399
H  -24.4832  13.4171  25.3829
H  -24.6451  13.2492  23.5969
H  -24.9612  11.8931  24.6992
H  -26.9153  13.0105  25.6111
H  -25.8984  15.5238  24.2973
H  -27.1574  15.2283  25.5304
C  -27.8508  10.3778  25.7361
C  -29.2376  10.8787  26.0388
C  -29.5476  10.9567  27.5482
O  -30.1608  12.2266  27.7166
C  -29.8395  13.0096  26.6600
O  -29.9878  14.1876  26.6288
O  -29.3495  12.2691  25.6483
H  -27.1151  11.0453  26.1841
H  -27.6641  10.4055  24.6606
H  -27.7421  9.3606  26.1114
H  -30.0467  10.3375  25.5472
H  -28.6112  10.9600  28.1140
H  -30.1749  10.1405  27.8955
C  -25.5139  13.9091  32.2937
C  -26.1815  12.9098  31.3770
C  -27.6461  13.2338  31.0749
O  -27.7706  12.8846  29.6911
C  -26.5533  12.9144  29.1259
O  -26.3630  12.8940  27.9475
O  -25.5917  13.0115  30.0584
H  -24.4273  13.8466  32.2219
H  -25.7416  13.6334  33.3271
H  -25.8203  14.9310  32.0863
H  -26.0565  11.9038  31.7761
H  -27.9099  14.2771  31.2449
H  -28.3383  12.6033  31.6313
N  -21.1434  12.3937  26.8852
C  -21.7044  13.6025  27.2110
C  -22.9872  13.3669  27.6360
C  -23.2068  11.9693  27.5409
C  -22.0547  11.3908  27.0754
H  -20.1756  12.2758  26.6469
H  -21.1157  14.5042  27.1894
H  -23.7089  14.1019  27.9517
H  -24.0841  11.4319  27.8588
H  -21.8267  10.3699  26.8203
N  -29.2119  19.3027  24.1896
C  -29.2659  18.0580  23.6501
C  -30.0519  17.2973  24.4899
C  -30.5555  18.1618  25.4927
C  -30.0280  19.4139  25.2812
H  -28.7678  20.1066  23.7821
H  -28.8308  17.7866  22.7037
H  -30.2519  16.2418  24.4066
H  -31.2268  17.8747  26.2882
H  -30.0984  20.3300  25.8399
N  -28.3725  17.1430  27.8189
C  -27.6606  16.0972  28.3134
C  -26.8205  16.5751  29.2929
C  -27.0964  17.9593  29.4355
C  -28.0606  18.2843  28.5101
H  -29.0570  17.1006  27.0786
H  -27.7646  15.0942  27.9361
H  -26.1682  15.9789  29.9113
H  -26.6827  18.6475  30.1550
H  -28.4596  19.2358  28.2044
N  -29.3264  11.2742  18.5862
C  -29.2421  10.9411  19.9081
C  -29.9436  9.7787  20.0853
C  -30.5015  9.4233  18.8263
C  -30.1174  10.3797  17.9239
H  -28.8626  12.0453  18.1411
H  -28.6313  11.5526  20.5520
H  -30.0725  9.2069  20.9890
H  -31.1099  8.5582  18.6208
H  -30.3361  10.4591  16.8733
N  -25.9394  19.2754  23.1727
C  -26.4374  19.9008  22.0462
C  -26.4102  19.0184  21.0089
C  -25.8972  17.7852  21.5097
C  -25.5809  18.0014  22.8192
H  -25.5478  19.7362  23.9743
H  -26.6895  20.9482  22.0773
H  -26.7160  19.2241  19.9966
H  -25.7635  16.8556  20.9826
H  -25.1621  17.3164  23.5358
N  -33.2391  14.5404  19.2625
C  -32.3628  13.5129  19.4992
C  -31.3690  13.9943  20.3079
C  -31.6644  15.3572  20.5733
C  -32.8164  15.6753  19.9014
H  -34.0819  14.4547  18.7259
H  -32.5660  12.5274  19.1147
H  -30.5056  13.4863  20.6969
H  -31.0913  16.0522  21.1654
H  -33.3478  16.6058  19.8025
N  -23.6787  12.4108  19.6370
C  -24.5221  11.7735  18.7699
C  -25.6721  11.4779  19.4496
C  -25.5131  11.9514  20.7819
C  -24.2778  12.5322  20.8644
H  -22.7469  12.7022  19.4024
H  -24.2819  11.6536  17.7272
H  -26.5345  10.9659  19.0539
H  -26.2403  11.8824  21.5749
H  -23.6992  13.0142  21.6325
N  -20.8942  14.4357  23.0708
C  -22.1594  14.8816  23.3207
C  -22.6818  15.3154  22.1329
C  -21.7145  15.0791  21.1204
C  -20.6119  14.5404  21.7389
H  -20.2264  14.1575  23.7663
H  -22.6174  14.8023  24.2923
H  -23.6662  15.7296  21.9831
H  -21.7868  15.3350  20.0767
H  -19.6438  14.2590  21.3613

## Properties
- M (g mol⁻¹) = 945.08
- SMILES = C[C@H]1COC(=O)O1.C[C@H]1COC(=O)O1.C[C@H]1COC(=O)O1.C[C@H]1COC(=O)O1.c1cc[nH]c1.c1cc[nH]c1.c1cc[nH]c1.c1cc[nH]c1.c1cc[nH]c1.c1cc[nH]c1.c1cc[nH]c1.c1cc[nH]c1
- HOMO (eV) = -7.54
- relative energy (zero: lowest compared OMol25 entry of this formula, charge and spin) (kcal per mole) = 0.0
- orbital gap (Eh) = 0.288

(3)
C3H13BCl2CoN3O14 | ωB97M-V/def2-TZVPD

Geometry (Å):
Co  0.3122  0.1599  0.4201
Cl  -0.6452  -1.7564  3.2146
O  -0.5241  -0.7586  4.2409
O  -0.2901  -1.1562  1.9328
O  0.2358  -2.8518  3.4761
O  -2.0145  -2.1811  3.1120
Cl  -1.6372  -1.5212  -1.8291
O  -2.0607  -0.2999  -2.4801
O  -0.4354  -1.2041  -1.0485
O  -2.6695  -1.9791  -0.9442
O  -1.2896  -2.5243  -2.7836
B  0.6331  2.0627  1.6101
H  1.3247  1.0990  1.8893
H  1.2564  3.0727  1.7771
H  0.3041  2.0291  0.4577
H  -0.3046  2.0347  2.3588
C  4.2285  -1.8344  0.3477
N  3.5096  -0.5487  0.2807
O  2.3265  -0.5901  0.5831
O  4.1020  0.4388  -0.0756
H  5.2520  -1.6267  0.6511
H  4.2904  -2.2004  -0.6756
H  3.7337  -2.5167  1.0248
C  -4.0186  0.0848  0.8126
N  -3.0676  1.0828  0.2511
O  -1.8824  0.8314  0.3444
O  -3.5286  2.0918  -0.2421
H  -3.4715  -0.8294  1.0258
H  -4.7005  -0.1129  -0.0108
H  -4.4840  0.4762  1.7088
C  0.3194  1.8335  -3.4583
N  1.4040  1.2677  -2.5978
O  2.4361  0.9251  -3.1289
O  1.1161  1.0610  -1.4377
H  -0.0829  1.0210  -4.0499
H  0.7456  2.6838  -3.9828
H  -0.4233  2.2361  -2.7746

## Properties
- M (g mol⁻¹) = 455.80
- multiplicity = 4
- charge = -1
- HOMO (alpha / beta) (eV) = -6.83 / -6.75
- relative energy (zero: lowest compared OMol25 entry of this formula, charge and spin) (kcal per mole) = 3.5
- orbital gap (alpha / beta) (Eh) = 0.319 / 0.316

(4)
C25H46ClNO11SSi2 | ωB97M-V/def2-TZVPD

Geometry (Å):
C  2.3228  1.4074  -1.2113
C  2.5969  0.2456  -2.1412
Si  1.1424  -1.0712  -2.2387
C  -0.4420  -0.1347  -2.9157
C  -0.4169  -0.3270  -4.5454
O  -1.4444  0.4272  -5.2788
C  -2.4153  1.0729  -4.3820
O  -2.1863  2.3851  -4.1024
O  0.9249  -1.6756  -0.5852
Si  1.3149  -3.3877  -0.5286
C  2.9651  -3.7801  0.4564
C  4.0865  -2.5922  0.3505
C  3.9496  -1.3901  1.4524
C  3.4404  -1.8517  2.9389
N  3.3443  -0.6763  3.9332
C  3.6502  0.8021  3.6796
C  3.3080  1.5598  5.0995
C  2.8230  0.4182  6.1720
C  2.8847  -1.0102  5.3504
C  -0.0863  -4.5014  0.2315
C  -1.6009  -3.8840  0.0487
C  -2.0795  -3.3942  1.5741
C  -3.3256  -2.3266  1.5474
S  -2.9752  -0.7381  2.5483
O  -1.5036  -0.2715  2.3003
O  -3.9614  0.3738  2.0385
Cl  -3.3815  -1.0719  4.6084
H  2.5073  1.3599  -0.0473
H  1.8518  2.3586  -1.7047
H  3.6058  0.1309  -2.7285
H  1.4462  -2.1317  -3.2119
H  -1.3886  -0.6624  -2.4516
H  -0.3100  0.9833  -2.5535
H  0.6519  0.0483  -4.9103
H  -0.4984  -1.4781  -4.8289
H  -3.3187  0.5476  -3.8540
H  1.5344  -3.8783  -1.9066
H  3.4257  -4.7218  -0.1154
H  2.7281  -4.1547  1.5395
H  5.1531  -3.0770  0.3741
H  3.9489  -2.0851  -0.7221
H  5.0310  -0.8943  1.5503
H  3.2385  -0.5588  1.0303
H  4.0094  -2.7805  3.3920
H  2.3113  -2.2146  2.8036
H  4.0429  1.2423  2.6636
H  3.3780  2.7217  5.3335
H  2.4785  0.5078  7.3013
H  2.6225  -2.0855  5.7332
H  -0.0714  -5.6036  -0.1968
H  0.1517  -4.5490  1.4001
H  -1.5954  -2.9417  -0.6486
H  -2.3865  -4.6354  -0.3919
H  -2.4160  -4.3955  2.1204
H  -1.2022  -2.9071  2.1786
H  -3.5347  -1.9631  0.4546
H  -4.2603  -2.8595  2.0343
C  5.6082  0.7692  -8.3367
C  5.5273  2.2596  -8.0602
O  4.1660  2.7105  -8.0491
C  3.4420  2.3813  -6.9481
O  3.8528  1.7513  -5.9836
O  2.1827  2.8481  -7.1137
C  1.2896  2.4693  -6.0692
H  5.0859  0.5216  -9.2666
H  6.6516  0.4482  -8.4233
H  5.1365  0.1858  -7.5426
H  6.0337  2.8036  -8.8644
H  6.0302  2.5277  -7.1238
H  1.6782  2.7610  -5.0882
H  1.1083  1.3911  -6.1082
H  0.3398  2.9863  -6.2306
C  -6.6948  1.7763  3.6759
C  -5.6069  2.5340  4.4152
O  -6.1243  3.7313  5.0114
C  -6.8797  3.5588  6.1269
O  -7.1410  2.4873  6.6555
O  -7.3134  4.7732  6.5372
C  -8.2121  4.7170  7.6421
H  -7.1826  2.4238  2.9400
H  -6.2763  0.9074  3.1570
H  -7.4744  1.4247  4.3558
H  -4.8354  2.8439  3.7026
H  -5.1159  1.9084  5.1696
H  -7.7772  4.1644  8.4811
H  -9.1575  4.2640  7.3294
H  -8.4107  5.7408  7.9706

## Properties
- M (g mol⁻¹) = 660.33
- HOMO (eV) = -7.63
- orbital gap (Eh) = 0.229

(5)
C3H5FN2S | ωB97M-V/def2-TZVPD

Geometry (Å):
C  -1.0744  1.1984  -0.2944
C  0.3657  1.2510  -0.4253
C  0.2439  -0.1856  -0.3323
H  -1.3540  -1.6290  1.0540
H  -2.7648  -1.6684  -0.4989
H  -1.7668  1.4244  -1.1483
H  -1.3198  1.8896  0.6073
H  0.7436  1.8756  -1.3516
N  -2.2355  -0.9913  0.4534
N  -1.0645  -0.1226  -0.1169
F  1.1213  1.5207  0.7377
S  1.3912  -1.3352  -0.0841

## Properties
- M (g mol⁻¹) = 120.15
- HOMO (eV) = -8.64
- relative energy (zero: lowest compared OMol25 entry of this formula, charge and spin) (kcal per mole) = 118.3
- orbital gap (Eh) = 0.325

(6)
C8H9LuNO5 | ωB97M-V/def2-TZVPD

Geometry (Å):
O  -1.5134  1.3814  -2.8427
C  -1.1251  0.8008  -1.9260
Lu  0.1155  0.1880  0.0294
O  0.8261  -2.7067  -1.8031
C  0.5894  -1.7529  -1.2043
C  -1.9484  0.1100  1.0610
O  -2.9802  0.0643  1.5728
C  0.9813  -0.9795  1.9568
O  1.4436  -1.5091  2.8602
C  4.2424  3.7658  -0.4857
N  2.8089  3.3867  -0.5707
C  1.7755  4.3920  -0.8091
C  2.3645  2.1716  -0.3596
C  3.2389  0.9820  -0.0696
O  1.0603  2.0208  -0.3740
H  4.2883  4.8517  -0.6621
H  4.8087  3.1927  -1.2467
H  4.6343  3.4905  0.5151
H  1.1986  4.1210  -1.7014
H  1.0612  4.4041  0.0236
H  2.2739  5.3533  -0.9256
H  3.0362  0.5514  0.9257
H  3.1311  0.1864  -0.8269
H  4.3083  1.2276  -0.0579

## Properties
- M (g mol⁻¹) = 374.13
- charge = +3
- HOMO (eV) = -20.89
- relative energy (zero: lowest compared OMol25 entry of this formula, charge and spin) (kcal per mole) = 0.0
- orbital gap (Eh) = 0.247